1.
The following is a quantum chemistry calculation of a structure of composition C23H58BInNO9P2 in a non-equilibrium geometry, from the Open Molecules 2025 dataset.

Element x y z (Å)
1 In -2.106 -0.257 2.998
2 P 1.975 2.391 -4.872
3 P -4.899 -5.052 -1.506
4 O -1.267 1.391 5.681
5 O -5.622 -6.326 -1.006
6 O 2.305 3.918 -5.452
7 O -4.091 -3.628 -2.065
8 O 0.504 2.742 -4.196
9 O -4.969 -4.271 -0.047
10 O -6.259 -4.358 -2.176
11 O 1.384 1.859 -6.200
12 O 2.635 2.985 -3.387
13 N -2.455 2.979 3.950
14 C 2.568 4.112 -6.835
15 C 3.540 3.463 4.990
16 C 2.875 0.956 2.725
17 C 2.174 -0.418 2.076
18 C 4.534 3.506 3.675
19 C -3.217 -3.852 -3.161
20 C 1.483 -1.187 3.391
21 C -0.241 1.672 -3.642
22 C 3.760 3.397 2.232
23 C -0.966 -1.974 3.985
24 C 0.366 1.190 -2.340
25 C 3.709 1.840 1.625
26 C 4.407 2.816 6.229
27 C -2.641 -4.113 0.606
28 C -7.318 -5.181 -2.646
29 C 0.332 -2.278 2.976
30 C 4.967 2.813 -4.074
31 C -3.963 -4.322 -4.396
32 C 3.903 2.437 -3.059
33 C -8.382 -5.347 -1.572
34 C 3.588 1.659 7.087
35 C -4.023 -4.634 0.943
36 C 1.297 4.507 -7.571
37 B -1.924 1.608 4.345
38 H 2.955 0.929 6.396
39 H -8.926 -4.408 -1.426
40 H 3.525 0.631 3.670
41 H -4.010 -5.722 1.067
42 H 0.770 -3.367 3.139
43 H 1.450 4.473 -8.653
44 H 2.368 -1.613 4.028
45 H 5.091 4.559 3.728
46 H 3.029 3.216 -7.272
47 H -9.099 -6.123 -1.855
48 H 0.452 3.858 -7.317
49 H 0.978 -0.306 4.012
50 H 4.754 2.371 -5.050
51 H 4.817 1.446 1.519
52 H -1.949 -4.277 1.436
53 H -3.263 2.923 3.288
54 H 0.010 -2.103 1.850
55 H 0.539 2.027 -1.655
56 H -7.952 -5.607 -0.599
57 H -0.313 0.853 -4.365
58 H -3.284 -4.396 -5.251
59 H 5.951 2.461 -3.751
60 H 4.661 3.686 6.974
61 H 5.005 3.899 -4.214
62 H -2.709 -2.907 -3.374
63 H 3.184 4.570 5.242
64 H 1.342 -0.038 1.311
65 H -3.858 -0.706 2.894
66 H 3.301 4.919 -6.926
67 H -6.934 -6.149 -2.992
68 H 4.433 3.996 1.449
69 H 3.159 1.946 0.574
70 H -0.287 0.461 -1.852
71 H -0.476 -1.665 5.029
72 H 2.973 -1.114 1.546
73 H 4.418 1.037 7.660
74 H -1.644 -2.918 4.136
75 H -4.358 -4.195 1.889
76 H -1.255 2.043 -3.457
77 H 2.558 2.842 4.822
78 H -2.238 -4.622 -0.277
79 H -4.776 -3.633 -4.646
80 H 1.951 1.596 3.125
81 H 5.374 2.684 3.676
82 H -0.491 0.753 5.508
83 H 3.814 1.348 -2.981
84 H 4.182 2.822 -2.074
85 H -1.440 0.020 1.331
86 H -2.456 -4.584 -2.869
87 H -1.663 3.530 3.538
88 H 5.387 2.291 5.828
89 H 2.672 3.842 2.225
90 H 0.998 5.523 -7.294
91 H 2.828 2.176 7.843
92 H -2.672 -3.042 0.375
93 H -7.762 -4.688 -3.517
94 H 1.335 0.711 -2.517
95 H -4.411 -5.305 -4.236

Frontier orbital gap ... 3.431 eV
Lowest unoccupied orbital energy ... -0.5 eV
Net charge ... -1
Calculated total energy ... -2540.4753 a.u.

---

2.
The following is a quantum chemistry calculation of a cluster of 15 separate species, C23H58Cl22O16P4 in total in a non-equilibrium geometry, from the Open Molecules 2025 dataset.

Element x y z (Å)
1 Cl 11.080 19.299 14.035
2 Cl 8.525 7.479 14.586
3 Cl 12.336 7.821 16.828
4 Cl 18.509 12.764 11.041
5 Cl 18.157 11.586 15.892
6 Cl 15.625 10.755 17.240
7 Cl 16.224 14.631 10.161
8 Cl 9.975 12.242 13.592
9 Cl 14.991 9.220 12.198
10 Cl 16.340 7.803 14.192
11 Cl 13.273 11.937 11.696
12 Cl 10.330 17.533 18.361
13 Cl 8.231 13.064 15.724
14 Cl 9.795 16.306 12.585
15 Cl 11.994 9.301 14.330
16 Cl 7.996 16.078 17.644
17 Cl 6.954 16.819 11.937
18 Cl 15.148 18.538 14.202
19 Cl 12.547 11.366 8.962
20 Cl 11.579 22.183 13.460
21 Cl 8.206 9.204 16.952
22 Cl 15.482 20.902 15.795
23 P 11.268 13.036 20.113
24 P 13.371 14.898 15.308
25 P 18.886 16.730 14.087
26 P 12.863 17.155 9.158
27 O 12.425 12.633 21.150
28 O 18.694 18.131 14.416
29 O 20.417 16.381 13.866
30 O 18.484 15.581 15.170
31 O 10.763 11.600 19.650
32 O 14.216 15.866 16.269
33 O 14.160 14.879 13.973
34 O 11.953 15.229 15.198
35 O 18.021 16.264 12.830
36 O 10.147 13.630 20.964
37 O 11.327 17.143 8.976
38 O 13.121 18.348 10.143
39 O 11.627 13.924 19.014
40 O 13.661 13.502 16.075
41 O 13.588 15.917 9.594
42 O 13.422 17.734 7.842
43 C 11.705 10.985 18.751
44 C 16.942 11.895 17.109
45 C 10.618 15.916 8.713
46 C 15.701 9.414 13.792
47 C 17.466 17.337 12.008
48 C 13.312 12.327 15.379
49 C 11.847 20.858 14.560
50 C 13.737 16.379 17.502
51 C 8.228 16.893 13.100
52 C 9.745 16.170 17.388
53 C 8.975 14.128 20.351
54 C 12.834 13.680 21.999
55 C 16.707 13.368 11.295
56 C 16.146 20.031 14.436
57 C 17.091 15.557 15.452
58 C 13.631 15.370 12.753
59 C 8.090 9.082 15.188
60 C 12.341 7.719 15.085
61 C 14.829 17.987 7.797
62 C 12.199 19.386 10.434
63 C 12.134 12.365 10.363
64 C 9.817 13.316 14.941
65 C 20.600 15.104 13.218
66 H 20.462 14.271 13.915
67 H 17.749 17.181 10.950
68 H 11.196 18.987 10.650
69 H 11.341 15.182 9.022
70 H 12.866 14.653 12.485
71 H 12.712 19.984 11.236
72 H 8.785 13.497 19.473
73 H 12.865 16.958 17.368
74 H 15.004 9.739 14.510
75 H 16.658 13.825 12.296
76 H 13.427 11.390 15.933
77 H 16.002 12.513 11.213
78 H 11.142 12.079 10.606
79 H 13.296 7.345 14.624
80 H 8.157 14.121 21.084
81 H 16.527 10.108 13.651
82 H 13.082 14.574 21.414
83 H 13.625 13.376 22.647
84 H 9.910 16.288 16.304
85 H 9.106 15.174 20.047
86 H 16.412 17.196 12.179
87 H 16.592 15.093 14.600
88 H 16.969 14.752 16.206
89 H 8.336 18.015 13.215
90 H 12.140 20.146 9.660
91 H 7.925 16.383 13.995
92 H 20.010 15.014 12.330
93 H 10.568 13.038 15.681
94 H 17.839 18.251 12.384
95 H 11.950 13.993 22.545
96 H 9.713 16.005 9.291
97 H 10.238 15.334 17.847
98 H 17.417 12.039 18.079
99 H 17.137 19.710 14.728
100 H 14.403 15.290 12.004
101 H 13.918 12.243 14.443
102 H 15.367 17.206 7.243
103 H 12.256 12.361 15.078
104 H 21.653 15.051 12.978
105 H 11.998 11.645 18.012
106 H 12.248 13.461 10.191
107 H 9.811 14.383 14.692
108 H 11.614 6.905 14.772
109 H 14.459 16.981 17.981
110 H 14.865 18.935 7.290
111 H 11.075 10.186 18.363
112 H 16.668 16.567 15.735
113 H 8.861 9.800 14.798
114 H 15.983 20.577 13.448
115 H 11.450 20.982 15.567
116 H 13.136 16.315 12.882
117 H 7.086 9.293 14.889
118 H 13.347 15.579 18.135
119 H 16.512 12.805 16.856
120 H 12.569 10.550 19.268
121 H 10.387 15.797 7.667
122 H 15.270 18.043 8.797
123 H 12.899 20.686 14.557

Frontier orbital gap ... 10.839 eV
Lowest unoccupied orbital energy ... 0.3 eV
Calculated total energy ... -13604.9410 a.u.

---

3.
The following is a quantum chemistry calculation of a cluster of 8 separate species, C23H60F9N5O14S3 in total in a non-equilibrium geometry, from the Open Molecules 2025 dataset.

Element x y z (Å)
1 S -0.195 -0.181 -0.424
2 S 1.233 4.239 -2.010
3 S -0.228 2.618 3.847
4 F 3.397 4.742 -3.472
5 F 1.400 3.503 5.770
6 F -0.896 1.401 1.633
7 F 1.019 1.914 0.700
8 F 2.036 6.439 -3.302
9 F 0.820 0.166 1.926
10 F -0.597 4.201 5.933
11 F 0.686 5.051 4.404
12 F 1.465 4.836 -4.576
13 O -0.934 0.596 -1.402
14 O 1.222 -1.022 -4.278
15 O 1.009 2.840 -2.435
16 O -1.606 2.961 3.566
17 O 0.710 2.721 2.733
18 O -0.974 -1.303 0.121
19 O -0.022 4.943 -1.839
20 O -1.359 -4.056 -0.179
21 O 4.623 -0.333 2.266
22 O -4.998 1.819 -0.913
23 O 2.130 4.272 -0.856
24 O -4.493 -3.210 1.202
25 O 1.104 -0.573 -0.967
26 O -0.047 1.338 4.526
27 N 2.691 0.772 -2.937
28 N -1.971 -2.375 2.475
29 N 3.256 2.960 1.442
30 N 1.183 -3.515 -0.657
31 N -2.380 2.965 -1.406
32 C -4.216 -3.568 2.544
33 C -3.106 2.984 -0.038
34 C 4.023 1.385 -4.937
35 C -6.395 1.686 -1.194
36 C -0.627 -5.258 -0.348
37 C 0.200 0.960 1.044
38 C 4.567 -1.657 1.848
39 C 0.751 -2.298 -4.688
40 C 0.762 -4.940 -0.943
41 C 1.862 -5.899 -0.482
42 C 4.197 1.966 2.066
43 C 2.718 0.768 -4.444
44 C 0.368 3.949 5.064
45 C -2.563 -3.692 4.440
46 C 4.071 2.051 3.582
47 C 3.918 0.580 1.503
48 C -4.600 3.003 -0.273
49 C -4.587 -1.807 0.914
50 C 2.132 5.126 -3.453
51 C -2.747 -3.598 2.939
52 C -2.358 -3.790 -1.171
53 C 2.455 -0.638 -4.901
54 C -2.562 4.134 0.781
55 H -5.383 -1.338 1.498
56 H 4.773 -1.722 0.765
57 H 4.937 1.534 3.991
58 H 1.992 -5.994 0.597
59 H 2.805 -5.604 -0.943
60 H 2.296 2.773 1.765
61 H -4.939 3.929 -0.752
62 H 0.335 -2.941 -0.505
63 H 3.942 1.418 -6.028
64 H -4.882 -3.042 3.239
65 H 3.189 2.998 0.416
66 H -1.134 -6.009 -0.951
67 H 2.332 1.668 -2.537
68 H -3.245 -3.009 4.952
69 H -4.899 -1.782 -0.126
70 H 0.702 -5.049 -2.026
71 H -6.914 2.013 -0.285
72 H 0.162 -2.755 -3.886
73 H 2.354 -0.792 -5.976
74 H -0.458 -5.625 0.668
75 H 1.918 0.135 -2.618
76 H 4.041 2.451 -4.712
77 H 5.181 -2.339 2.421
78 H -1.560 -3.500 4.820
79 H 0.011 -2.080 -5.466
80 H 3.215 -1.334 -4.521
81 H 4.021 3.074 3.943
82 H -3.056 3.293 -2.098
83 H 1.796 -3.556 0.158
84 H -2.774 2.028 0.359
85 H -2.501 -2.712 -1.109
86 H 4.080 0.498 0.416
87 H -2.846 -4.690 4.776
88 H -2.334 -1.514 2.897
89 H -6.628 0.625 -1.227
90 H -0.997 -2.358 2.792
91 H -2.016 2.018 -1.596
92 H 3.552 -2.093 1.809
93 H 1.876 1.394 -4.736
94 H 4.925 0.843 -4.666
95 H -3.172 4.305 1.669
96 H -2.254 -4.406 2.401
97 H -6.634 2.261 -2.084
98 H -3.643 -1.302 1.115
99 H 3.569 0.588 -2.457
100 H 3.506 3.902 1.748
101 H 1.534 -2.990 -5.000
102 H -1.549 3.871 1.069
103 H -1.635 3.677 -1.456
104 H 3.208 1.453 3.878
105 H -5.063 2.963 0.721
106 H -4.655 -4.569 2.567
107 H -1.905 -2.248 1.455
108 H 1.732 -3.084 -1.402
109 H -3.308 -4.266 -0.924
110 H -2.093 -4.046 -2.201
111 H 2.827 0.416 1.580
112 H 1.566 -6.876 -0.866
113 H 5.187 2.258 1.707
114 H -2.631 5.067 0.221

Frontier orbital gap ... 7.890 eV
Lowest unoccupied orbital energy ... -5.1 eV
Net charge ... +2
Energy relative to the best compared isomer or geometry (same formula, charge and spin) ... 15.01 kcal/mol
Calculated total energy ... -4332.2894 a.u.

---

4.
The following is a quantum chemistry calculation of a structure of composition C23H61BFInN3O10P2Si in a non-equilibrium geometry, from the Open Molecules 2025 dataset.

Element x y z (Å)
1 In 1.454 -1.959 1.488
2 P 10.203 1.978 -3.371
3 P -10.315 2.093 1.943
4 Si -3.950 -1.467 0.610
5 F 4.810 1.054 -0.604
6 O 10.411 2.592 -1.874
7 O 11.134 3.161 -3.984
8 O -11.649 3.019 2.130
9 O -10.072 2.732 0.477
10 O -2.725 -1.195 1.676
11 O -11.064 0.711 1.528
12 O 10.418 0.847 -4.297
13 O -8.963 1.737 2.413
14 O 3.931 -4.002 2.133
15 O 8.735 2.586 -3.662
16 N 1.356 -3.073 -2.878
17 N 3.212 -2.066 -1.907
18 N 2.413 -4.133 -0.988
19 C 11.210 0.439 -0.966
20 C 1.004 -2.060 -0.703
21 C -12.149 -0.158 3.531
22 C 3.944 1.254 0.488
23 C -11.103 -0.372 2.452
24 C 10.474 1.739 -0.717
25 C -3.449 -1.319 -1.205
26 C -4.828 -3.124 0.828
27 C -8.198 1.914 -0.827
28 C 11.457 3.226 -6.382
29 C -5.241 -0.128 0.929
30 C -0.537 -1.835 2.590
31 C 7.160 1.355 -2.262
32 C 12.064 2.910 -5.031
33 C 2.590 -0.115 2.094
34 C 1.806 -4.896 3.203
35 C -10.845 3.963 4.264
36 C -8.759 3.045 0.007
37 C 3.969 0.038 1.401
38 C 7.601 1.711 -3.667
39 C -12.026 3.535 3.417
40 C -1.724 -2.258 1.737
41 C 2.027 -2.826 -1.556
42 B 2.544 -3.783 2.331
43 H 12.152 2.976 -7.187
44 H 11.335 -0.115 -0.036
45 H -6.142 -0.401 0.379
46 H -13.109 0.110 3.088
47 H -5.406 -0.101 2.007
48 H 2.754 -0.184 3.174
49 H -7.174 2.131 -1.133
50 H 3.776 -1.882 -1.086
51 H -11.853 0.655 4.201
52 H -2.417 -1.606 -1.407
53 H 4.267 2.120 1.068
54 H 12.921 3.563 -4.852
55 H -10.201 4.649 3.711
56 H 12.430 1.884 -4.992
57 H -3.625 -0.293 -1.534
58 H 1.283 -4.426 4.042
59 H 4.133 -0.848 0.780
60 H 2.909 -1.205 -2.337
61 H 1.881 -4.882 -1.398
62 H 7.050 2.250 -1.651
63 H 1.045 -5.399 2.598
64 H 2.928 1.371 0.114
65 H -1.460 -2.528 0.705
66 H -11.185 4.455 5.175
67 H -8.095 3.292 0.834
68 H -10.118 -0.532 2.896
69 H 7.818 0.809 -4.244
70 H 11.214 4.288 -6.449
71 H -10.235 3.102 4.558
72 H -4.139 -1.932 -1.791
73 H -12.276 -1.058 4.133
74 H -12.630 2.791 3.944
75 H 12.194 0.628 -1.400
76 H 10.658 -0.200 -1.663
77 H -5.589 -3.086 1.608
78 H 10.988 2.309 0.058
79 H -12.671 4.392 3.228
80 H -8.201 0.972 -0.278
81 H 6.215 0.821 -2.272
82 H 6.803 2.243 -4.184
83 H -8.806 1.763 -1.721
84 H 3.407 -4.258 -1.133
85 H 4.062 -4.675 1.460
86 H 1.989 -3.683 -3.393
87 H 0.544 -3.652 -2.687
88 H -0.482 -2.505 3.448
89 H 7.904 0.711 -1.779
90 H -2.224 -3.136 2.166
91 H 1.007 -1.031 -1.079
92 H -4.888 0.852 0.608
93 H -0.688 -0.793 2.872
94 H 4.804 0.062 2.105
95 H 0.010 -2.451 -0.943
96 H -11.348 -1.262 1.872
97 H 2.520 -5.607 3.633
98 H 1.953 0.768 1.968
99 H -5.355 -3.352 -0.102
100 H -4.106 -3.920 1.010
101 H 10.531 2.673 -6.537
102 H -8.854 3.943 -0.608
103 H 9.463 1.546 -0.352

Frontier orbital gap ... 5.592 eV
Lowest unoccupied orbital energy ... 1.8 eV
Net charge ... -1
Calculated total energy ... -3116.8451 a.u.